1.
This record from the OMol25 dataset describes 2 unconnected molecules or ions with the total composition C8H10IOP in a non-equilibrium geometry. The level of theory is ωB97M-V/def2-TZVPD.

Positions of all 21 atoms, in Å:
C (-1.44626, -1.18361, -2.79679)
C (-1.56703, -1.53909, -1.42946)
C (-0.61087, -0.15324, -3.03784)
C (-0.71837, -1.08580, -0.45313)
C (0.28453, 0.37103, -2.17568)
C (0.20554, -0.05792, -0.85585)
C (1.07412, 1.28379, 3.15574)
C (0.23548, 1.14347, 1.96520)
O (2.24312, 1.49640, -0.06049)
P (1.24583, 0.57806, 0.46590)
I (0.76158, -3.47497, 2.10308)
H (-2.10793, -1.51345, -3.61751)
H (-2.37815, -2.14498, -1.30655)
H (-0.50754, 0.20396, -4.08765)
H (-0.82020, -1.12737, 0.65851)
H (1.15606, 0.99645, -2.53755)
H (1.17233, 0.37822, 3.67656)
H (1.99414, 1.65724, 2.78697)
H (0.55900, 1.87862, 3.94221)
H (-0.23555, 1.93388, 1.49639)
H (-0.53984, 0.35931, 2.10793)

For the HOMO energy (alpha / beta), the calculation gives -7.541 / -7.540 eV. The energy relative to the best compared isomer or geometry (same formula, charge and spin) comes out at 291.8 kJ/mol. Its spin multiplicity is 1.

2.
This record from the OMol25 dataset describes a molecular structure, C6H8LiNiO6 in a non-equilibrium geometry. The level of theory is ωB97M-V/def2-TZVPD.

Positions of all 22 atoms, in Å:
O (-1.39487, 0.02984, 0.82830)
C (-1.28702, -0.31232, -0.59914)
C (-2.39155, 1.05038, 1.01362)
O (-1.19677, -1.52303, -0.84793)
O (-2.27743, 0.38083, -1.20433)
C (-2.71004, 1.48735, -0.41127)
H (-1.99187, 1.87480, 1.61395)
H (-3.24829, 0.58915, 1.51790)
H (-2.13767, 2.38014, -0.69550)
H (-3.77854, 1.64120, -0.58693)
Ni (0.46232, 0.07935, 1.64785)
O (0.83797, 1.37651, 0.20575)
O (1.56732, 0.03275, -1.40951)
C (2.74395, -0.27186, -0.62655)
C (2.47685, -1.51551, 0.23088)
O (1.26404, -1.46779, 0.93175)
C (0.59413, 0.72616, -0.83777)
H (3.53548, -0.48326, -1.35328)
H (3.02406, 0.58405, 0.00042)
H (3.32988, -1.66640, 0.91289)
H (2.55613, -2.38861, -0.44288)
Li (0.02192, -2.60372, 0.11177)

For the HOMO energy (alpha / beta), the calculation gives -12.506 / -12.493 eV. The net charge is +1. The energy relative to the best compared isomer or geometry (same formula, charge and spin) comes out at 49.2 kJ/mol. Its spin multiplicity is 3.

3.
This record from the OMol25 dataset describes a molecular structure, C21H39BeNP2 in a non-equilibrium geometry. The level of theory is ωB97M-V/def2-TZVPD.

Positions of all 64 atoms, in Å:
P (0.35769, -1.52487, -0.90015)
P (-0.02920, 1.29615, -2.24124)
C (-0.69244, -1.33049, -2.42413)
C (-0.18248, -0.25499, -3.33458)
H (-1.72482, -1.08773, -2.11646)
H (-0.70802, -2.32270, -2.89514)
H (0.76979, -0.50965, -3.82572)
H (-0.93818, -0.04294, -4.10317)
C (-1.92577, 1.58256, -2.35978)
H (-2.09551, 2.66557, -2.29015)
H (-2.47012, 1.07646, -1.55009)
H (-2.31240, 1.23688, -3.32651)
C (0.38061, 2.49550, -3.57679)
H (-0.47755, 2.57785, -4.25655)
H (1.25753, 2.16178, -4.15465)
H (0.59556, 3.48535, -3.15095)
C (-1.10641, -2.13808, -0.02799)
H (-0.63803, -2.94772, 0.59281)
H (-1.88842, -2.58696, -0.64671)
H (-1.61010, -1.28462, 0.48752)
C (1.39449, -2.95259, -1.37246)
H (2.34405, -2.61501, -1.80657)
H (0.85750, -3.54952, -2.11804)
H (1.61835, -3.57398, -0.49797)
Be (-1.25176, -2.17434, 1.69585)
C (0.92781, 3.30361, -0.58632)
C (-0.02169, 2.22547, -0.52181)
C (0.19715, 1.14016, 0.53769)
C (1.57596, 0.50511, 0.49087)
C (1.90157, -0.06260, -0.87680)
C (1.88070, 0.92832, -1.99653)
C (2.82132, 2.13190, -1.77408)
C (2.37453, 3.14686, -0.67553)
C (-1.71238, -3.56042, 2.53866)
H (0.50891, 4.30768, -0.57379)
H (-1.05243, 2.60594, -0.45057)
H (-0.55982, 0.34927, 0.44389)
H (0.03134, 1.59253, 1.52113)
H (2.30768, 1.25148, 0.78724)
H (1.59353, -0.29354, 1.24201)
H (2.81863, -0.66794, -0.89812)
H (2.19128, 0.44892, -2.94127)
H (2.97917, 2.69906, -2.70505)
H (3.80229, 1.73378, -1.48048)
H (2.83830, 2.86278, 0.29287)
H (2.81945, 4.12419, -0.93535)
H (-1.49117, -3.36532, 3.59246)
H (-1.11864, -4.43260, 2.24055)
H (-2.77853, -3.78025, 2.41328)
C (-3.34815, -0.31419, 2.50231)
C (-2.00441, -0.15487, 3.07227)
C (-1.56039, 0.64093, 4.13085)
C (-0.19928, 0.30841, 4.35704)
C (0.14570, -0.69400, 3.44235)
C (1.35222, -1.52803, 3.37056)
N (-0.93748, -0.89613, 2.61561)
H (-3.31601, -0.25197, 1.39916)
H (-4.01661, 0.48085, 2.86023)
H (-3.79121, -1.26483, 2.84181)
H (-2.14572, 1.36259, 4.68260)
H (0.44568, 0.68708, 5.13276)
H (2.17294, -1.05257, 3.92964)
H (1.17877, -2.50407, 3.85118)
H (1.66460, -1.69553, 2.32633)

For the HOMO energy (alpha / beta), the calculation gives -6.405 / -5.762 eV. The energy relative to the best compared isomer or geometry (same formula, charge and spin) comes out at 243.3 kJ/mol. Its spin multiplicity is 1.

4.
This record from the OMol25 dataset describes a molecular structure, C27H37N2O13P4Tl. The level of theory is ωB97M-V/def2-TZVPD.

Positions of all 84 atoms, in Å:
Tl (0.45320, 0.50437, -1.20928)
O (-2.72814, 2.48817, 1.95069)
C (-1.49043, 2.35773, 1.95952)
O (-0.66897, 2.92047, 1.18947)
C (-0.85434, 1.41653, 2.99361)
P (0.54329, 0.51451, 2.18792)
C (2.01461, 1.40032, 2.83005)
C (2.02099, 2.79149, 2.91475)
C (3.16342, 3.46648, 3.32293)
C (4.32082, 2.76737, 3.63401)
C (4.33141, 1.38279, 3.52402)
C (3.19047, 0.70776, 3.12021)
C (0.60888, -0.99919, 3.23437)
C (0.68968, -2.22113, 2.57021)
C (0.69514, -3.41685, 3.27932)
C (0.62200, -3.40057, 4.66371)
C (0.55121, -2.18647, 5.33797)
C (0.54822, -0.99734, 4.62677)
H (-1.58399, 0.68847, 3.34172)
H (-0.52422, 2.00509, 3.85489)
H (1.13263, 3.34143, 2.62492)
H (3.14937, 4.54825, 3.38244)
H (5.21408, 3.29704, 3.94248)
H (5.23538, 0.82621, 3.73921)
H (3.21386, -0.37068, 3.01827)
H (0.77202, -2.22189, 1.48936)
H (0.76084, -4.35777, 2.74780)
H (0.62374, -4.33057, 5.22002)
H (0.49807, -2.16914, 6.42002)
H (0.49948, -0.05297, 5.15653)
C (4.89486, -2.79757, -2.78533)
C (3.59295, -2.39478, -2.11614)
O (3.00708, -3.55243, -1.50302)
P (3.85837, -1.23656, -0.74001)
O (4.54065, 0.04725, -1.38086)
O (5.10931, -1.80591, 0.10179)
O (2.67092, -1.01987, 0.10930)
P (2.33262, -1.76210, -3.34852)
O (2.69929, -0.16163, -3.28514)
O (2.61955, -2.31544, -4.69103)
O (1.02844, -2.00451, -2.63942)
H (5.51924, -3.36090, -2.08941)
H (5.44324, -1.91541, -3.11558)
H (4.66289, -3.40363, -3.65975)
H (2.05002, -3.36945, -1.53892)
H (3.98572, 0.32623, -2.13625)
H (4.75223, -2.34175, 0.81765)
H (2.04672, 0.39791, -3.76546)
O (-2.63720, 3.97783, -5.76634)
C (-3.09759, 4.32757, -4.58301)
O (-4.08551, 5.02704, -4.45361)
C (-2.36368, 3.82165, -3.39475)
C (-2.74657, 4.10950, -2.09692)
N (-1.88712, 3.48498, -1.28511)
N (-0.96557, 2.80404, -1.95741)
C (-1.22692, 2.98259, -3.24334)
C (-0.32732, 2.32517, -4.26885)
O (-0.56661, 2.60001, -5.47009)
O (0.60385, 1.61855, -3.83570)
H (-1.80214, 3.37795, -5.67494)
H (-3.55982, 4.71225, -1.73492)
H (-1.82075, 3.46356, -0.26750)
C (-4.66738, -1.48729, 1.73176)
C (-3.31973, -0.79069, 1.55892)
P (-2.57240, -0.76453, -0.13077)
C (-3.88220, 0.15784, -1.04301)
C (-3.56839, 0.35697, -2.52583)
C (-2.83447, -2.51563, -0.66225)
C (-2.10315, -2.87882, -1.95603)
H (-5.00679, -1.40838, 2.76744)
H (-4.61065, -2.54870, 1.48519)
H (-5.43639, -1.03843, 1.10196)
H (-2.57859, -1.24825, 2.22233)
H (-3.39270, 0.26106, 1.85176)
H (-3.94348, 1.12878, -0.54233)
H (-4.85083, -0.33641, -0.92080)
H (-2.53199, 0.66277, -2.67459)
H (-4.19905, 1.13397, -2.96010)
H (-3.72582, -0.55894, -3.09581)
H (-3.90623, -2.72338, -0.74562)
H (-2.45347, -3.13208, 0.15921)
H (-2.58241, -2.42657, -2.82418)
H (-2.10345, -3.96048, -2.11024)
H (-1.06431, -2.54486, -1.95633)

For the HOMO energy, the calculation gives -3.443 eV. The net charge is -2. The energy relative to the best compared isomer or geometry (same formula, charge and spin) comes out at 37.0 kJ/mol. Its spin multiplicity is 1.

5.
This record from the OMol25 dataset describes a molecular structure, C28H24FeIN2O4P. The level of theory is ωB97M-V/def2-TZVPD.

Positions of all 61 atoms, in Å:
Fe (-0.83641, -0.99114, -0.09589)
C (-1.64027, -0.28838, -4.61944)
C (-0.22004, -0.08449, -4.19004)
N (0.65977, 0.31440, -5.06595)
C (1.94631, 0.48639, -4.67629)
C (2.38404, 0.27676, -3.40212)
C (3.83119, 0.52605, -3.08343)
O (4.44559, -0.68817, -2.64726)
C (1.44716, -0.14463, -2.41323)
C (1.92445, -0.35391, -1.07275)
N (1.22686, -0.67140, -0.02770)
C (1.91895, -0.71545, 1.20987)
C (2.74763, 0.33952, 1.58956)
C (3.42673, 0.31202, 2.79483)
C (3.28118, -0.77100, 3.64862)
C (2.43739, -1.81402, 3.29892)
C (1.75344, -1.77955, 2.09319)
I (0.44602, -3.34397, 1.63929)
C (0.10917, -0.34055, -2.80774)
O (-0.85432, -0.72373, -2.03745)
H (-1.72570, -0.08904, -5.68444)
H (-2.31280, 0.37142, -4.06652)
H (-1.96590, -1.30627, -4.40124)
H (2.63409, 0.81069, -5.44820)
H (3.92509, 1.29388, -2.30465)
H (4.32072, 0.90714, -3.98185)
H (5.39953, -0.60033, -2.73196)
H (2.99681, -0.23717, -0.93013)
H (2.82628, 1.19887, 0.93533)
H (4.05712, 1.14621, 3.07277)
H (3.80922, -0.80287, 4.59229)
H (2.30790, -2.65705, 3.96371)
O (-4.57253, -1.49207, 1.29438)
C (-3.44933, -1.05250, 1.19299)
O (-2.41626, -1.71546, 0.75712)
C (-3.17732, 0.38789, 1.67620)
P (-1.65358, 1.07940, 0.93161)
C (-0.63512, 1.69695, 2.30703)
C (0.06829, 2.89608, 2.21710)
C (0.93976, 3.27639, 3.22900)
C (1.12535, 2.45998, 4.33415)
C (0.44425, 1.25316, 4.42070)
C (-0.42566, 0.87153, 3.41214)
C (-2.15901, 2.52739, -0.02869)
C (-2.72846, 3.66242, 0.54914)
C (-3.11857, 4.72478, -0.24869)
C (-2.94686, 4.65994, -1.62722)
C (-2.38756, 3.53308, -2.20838)
C (-1.99216, 2.46678, -1.41062)
H (-3.06763, 0.35005, 2.76231)
H (-4.04748, 1.00686, 1.46369)
H (-0.06951, 3.54153, 1.35846)
H (1.47034, 4.21707, 3.15255)
H (1.80312, 2.75827, 5.12366)
H (0.59419, 0.60289, 5.27283)
H (-0.93602, -0.08353, 3.48461)
H (-2.86212, 3.71348, 1.62352)
H (-3.55960, 5.60447, 0.20182)
H (-3.25387, 5.49213, -2.24745)
H (-2.25736, 3.48079, -3.28162)
H (-1.56136, 1.57711, -1.85548)

For the HOMO energy (alpha / beta), the calculation gives -7.943 / -8.132 eV. Its spin multiplicity is 5.